Molecular formula: C6H12O
Method: DFT, the ωB97M-V functional and the def2-TZVPD basis

As for the structure (SMILES): C/C=C\C=C\C.O. Its total charge is 0. Its HOMO-LUMO gap is 8.98 eV. As for the LUMO energy: 0.83 eV. Its total energy is -310.99393 Eh.

Bonds (Å) are listed after each position.
Element x y z (Å)
1 C -2.59 1.73 -0.63  C2 1.541, H7 1.083, H8 1.090, H9 1.083
2 C -1.25 2.36 -0.21  C1 1.541, C3 1.329, H10 1.079
3 C -0.15 1.64 -0.10  C2 1.329, C4 1.461, H11 1.085
4 C 0.05 0.28 -0.59  C3 1.461, C5 1.326, H12 1.086
5 C 1.25 -0.29 -0.49  C4 1.326, C6 1.495, H13 1.085
6 C 1.65 -1.66 -0.93  C5 1.495, H14 1.093, H15 1.079, H16 1.100
7 H -3.40 2.45 -0.61  C1 1.083
8 H -2.78 1.01 0.17  C1 1.090
9 H -2.42 1.21 -1.56  C1 1.083
10 H -1.19 3.44 -0.11  C2 1.079
11 H 0.69 2.13 0.38  C3 1.085
12 H -0.84 -0.29 -0.84  C4 1.086
13 H 2.07 0.37 -0.23  C5 1.085
14 H 1.08 -2.00 -1.80  C6 1.093
15 H 2.72 -1.75 -1.02  C6 1.079
16 H 1.38 -2.43 -0.19  C6 1.100
17 O 1.59 -2.69 2.72  H18 0.967, H19 0.969
18 H 1.03 -3.47 2.81  O17 0.967
19 H 1.10 -2.03 3.23  O17 0.969

Here are the natural (NBO) charges for atoms 1 to 4, given in e: -0.663, -0.169, -0.228, -0.256